Formula: C18H39IO6PS
Source: the Open Molecules 2025 dataset
Level of theory: ωB97M-V/def2-TZVPD

## Properties
- largest force on an atom (Eh/bohr) = 0.01686
- E_LUMO (eV) = 2.68
- net charge = -1
- Kohn-Sham gap (Eh) = 0.2547

The geometry in XYZ format:
```
66
Properties=species:S:1:pos:R:3:lowdin_charge:R:1
C -0.596 -5.133 -1.334 -0.1176
C -1.441 -4.072 -0.629 -0.2699
C -1.366 -2.710 -1.302 -0.2006
C -2.234 -1.669 -0.612 -0.2136
O -2.259 -0.423 -1.271 -0.1047
C -1.143 0.404 -0.976 -0.5211
O -0.022 0.001 -1.647 -0.2812
P 0.994 1.380 -2.197 0.5414
C 0.979 0.629 -3.938 -0.6313
S -0.310 0.931 -5.169 0.7845
C -1.476 -0.407 -4.786 -0.5416
C -2.859 0.079 -4.343 -0.1618
O -0.615 2.215 -2.379 -0.3589
C -1.490 1.831 -1.469 -0.7416
I -1.537 3.183 0.300 0.6788
H 0.307 -4.687 -1.756 0.0605
H -1.147 -5.592 -2.156 0.0680
H -0.288 -5.935 -0.663 0.0645
H -2.485 -4.398 -0.607 0.1054
H -1.113 -3.978 0.411 0.1033
H -1.708 -2.791 -2.339 0.1221
H -0.335 -2.356 -1.331 0.0915
H -3.271 -2.015 -0.575 0.1250
H -1.897 -1.523 0.426 0.1165
H -0.983 0.358 0.113 0.0973
H 2.207 0.650 -1.983 -0.0122
H 1.690 2.555 -2.644 -0.0142
H 1.001 1.843 -0.826 -0.0253
H 1.035 -0.452 -3.801 0.0242
H 1.912 0.962 -4.401 0.0165
H -1.557 -1.032 -5.675 0.0496
H -1.018 -1.006 -4.001 0.0438
H -3.572 0.054 -5.167 0.0579
H -3.250 -0.529 -3.526 0.0536
H -2.802 1.100 -3.967 0.0492
H -2.519 1.878 -1.816 0.0720
C -2.794 1.848 4.614 -0.0247
C -1.520 1.222 5.131 -0.5051
O -1.508 0.111 5.613 0.0488
C -0.275 2.055 4.986 -0.0291
H -3.629 1.167 4.760 0.0767
H -2.985 2.788 5.137 0.0818
H -2.685 2.085 3.553 0.0594
H -0.378 2.994 5.533 0.0880
H -0.121 2.315 3.936 0.0603
H 0.585 1.504 5.360 0.0817
C 2.395 -2.961 -0.061 -0.0106
C 2.327 -1.559 0.507 -0.4901
O 2.985 -0.658 0.053 0.0571
C 1.346 -1.347 1.638 -0.0021
H 3.111 -2.987 -0.879 0.0850
H 2.689 -3.671 0.716 0.0835
H 1.410 -3.260 -0.426 0.0485
H 1.594 -1.991 2.485 0.0849
H 0.338 -1.609 1.309 0.0684
H 1.363 -0.305 1.947 0.0678
C 3.809 4.165 2.852 -0.0285
C 2.538 3.431 2.485 -0.4883
O 1.482 3.698 3.009 0.0339
C 2.653 2.352 1.441 -0.0343
H 3.599 4.915 3.612 0.0749
H 4.554 3.458 3.224 0.0793
H 4.229 4.644 1.965 0.0820
H 3.359 1.587 1.772 0.0840
H 3.022 2.757 0.498 0.0946
H 1.676 1.909 1.264 0.0423
```


Formula: C6H12O
Source: the Open Molecules 2025 dataset
Level of theory: ωB97M-V/def2-TZVPD

## Properties
- SMILES = CCC(C=O)CC
- largest force on an atom (Eh/bohr) = 0.05427
- E_LUMO (eV) = 1.10
- net charge = 0
- Kohn-Sham gap (Eh) = 0.3863

The geometry in XYZ format:
```
19
Properties=species:S:1:pos:R:3:lowdin_charge:R:1
C -1.215 0.828 2.103 -0.1054
C -1.192 0.679 0.584 -0.2360
C 0.027 -0.102 0.063 -0.3053
C -0.091 -0.379 -1.445 -0.2367
C 1.034 -1.257 -1.988 -0.1059
C 1.403 0.481 0.522 -0.2032
O 2.067 -0.199 1.282 0.0156
H -2.095 1.390 2.432 0.0713
H -1.233 -0.150 2.600 0.0810
H -0.325 1.358 2.458 0.0710
H -2.106 0.161 0.255 0.1135
H -1.215 1.666 0.104 0.1142
H 0.059 -1.075 0.587 0.1440
H -0.123 0.576 -1.984 0.1141
H -1.059 -0.867 -1.635 0.1138
H 0.906 -1.450 -3.058 0.0713
H 1.069 -2.225 -1.473 0.0811
H 2.007 -0.775 -1.848 0.0714
H 2.084 1.340 0.441 0.1301
```


Formula: C3H5NO2
Source: the Open Molecules 2025 dataset
Level of theory: ωB97M-V/def2-TZVPD

## Properties
- largest force on an atom (Eh/bohr) = 0.02918
- E_LUMO (eV) = -0.22
- net charge = 0
- Kohn-Sham gap (Eh) = 0.3533

The geometry in XYZ format:
```
11
Properties=species:S:1:pos:R:3:lowdin_charge:R:1
O 2.662 -0.261 -0.182 0.0778
C 1.478 0.007 -0.184 -0.6231
N 0.599 -0.572 0.752 0.0631
C -0.728 -0.464 0.259 -0.2488
C -0.934 0.910 -0.196 0.1068
O 0.789 0.814 -1.007 -0.0134
H 0.908 -1.472 1.085 0.1390
H -0.795 -0.751 -0.810 0.1370
H -1.494 -1.029 0.794 0.1409
H -0.556 1.834 0.174 0.0983
H -1.931 0.983 -0.684 0.1225
```


Formula: C31H23FeI2N5OS
Source: the Open Molecules 2025 dataset
Level of theory: ωB97M-V/def2-TZVPD

## Properties
- largest force on an atom (Eh/bohr) = 0.01589
- E_LUMO (eV) = -0.13
- net charge = 0
- Kohn-Sham gap (Eh) = 0.2535

The geometry in XYZ format:
```
64
Properties=species:S:1:pos:R:3:lowdin_charge:R:1
Fe -0.053 -0.195 -0.263 0.3029
C -2.812 1.011 1.849 -0.0068
C -2.792 1.313 0.382 -0.2862
C -3.975 1.535 -0.306 -0.0143
C -3.926 1.817 -1.660 -0.0305
C -2.699 1.929 -2.285 -0.0120
C -1.553 1.703 -1.531 -0.1963
N -1.599 1.370 -0.231 0.1334
C -0.187 1.810 -2.131 -0.1880
C 0.010 2.298 -3.415 0.0048
C 1.305 2.362 -3.897 -0.0294
C 2.353 1.983 -3.079 0.0044
C 2.076 1.515 -1.801 -0.1863
N 0.823 1.406 -1.349 0.1340
C 3.181 1.160 -0.873 -0.2601
C 4.277 0.438 -1.328 -0.0432
C 5.277 0.131 -0.421 -0.0531
C 5.148 0.563 0.886 -0.0257
C 4.021 1.297 1.251 -0.3189
C 3.857 1.802 2.656 -0.0333
N 3.055 1.587 0.383 0.1735
H -3.678 1.473 2.322 0.0855
H -2.868 -0.063 2.028 0.0681
H -1.910 1.390 2.322 0.0624
H -4.918 1.477 0.220 0.1162
H -4.840 1.954 -2.224 0.1159
H -2.645 2.130 -3.342 0.0977
H -0.819 2.598 -4.033 0.1055
H 1.499 2.722 -4.899 0.1138
H 3.379 2.072 -3.408 0.1171
H 4.315 0.079 -2.347 0.1165
H 6.137 -0.451 -0.728 0.1091
H 5.905 0.339 1.626 0.1146
H 4.669 2.483 2.921 0.0834
H 2.911 2.330 2.748 0.0746
H 3.869 0.977 3.370 0.0600
I -2.375 -1.299 -4.788 0.8973
C -2.687 -1.994 -2.855 -0.6482
C -3.747 -2.876 -2.597 -0.2341
C -3.987 -3.370 -1.342 -0.6876
I -5.574 -4.690 -1.061 0.8959
C -3.156 -2.979 -0.257 -0.2065
C -3.281 -3.420 1.079 -0.0370
C -2.412 -2.961 2.027 -0.0360
C -1.422 -2.031 1.669 -0.1141
N -1.285 -1.587 0.440 0.0435
C -2.114 -2.073 -0.527 -0.1139
C -1.824 -1.577 -1.849 -0.4254
O -0.819 -0.798 -2.003 -0.1662
H -4.383 -3.173 -3.421 0.0744
H -4.060 -4.127 1.334 0.0614
H -2.475 -3.293 3.054 0.1093
H -0.740 -1.645 2.416 0.1120
S 1.706 -1.705 -0.280 0.7492
C 1.782 -1.086 1.326 -0.7278
C 2.544 -1.567 2.402 -0.0846
C 2.412 -0.971 3.634 -0.0962
C 1.541 0.111 3.793 -0.1049
C 0.835 0.541 2.689 -0.1497
N 0.942 -0.039 1.494 -0.0498
H 3.204 -2.409 2.242 0.1075
H 2.982 -1.339 4.478 0.1102
H 1.425 0.614 4.743 0.1055
H 0.173 1.396 2.745 0.1066
```


Formula: C9H9INO4
Source: the Open Molecules 2025 dataset
Level of theory: ωB97M-V/def2-TZVPD

## Properties
- largest force on an atom (Eh/bohr) = 0.08653
- E_LUMO (eV) = 3.14
- net charge = -1
- Kohn-Sham gap (Eh) = 0.2651

The geometry in XYZ format:
```
24
Properties=species:S:1:pos:R:3:lowdin_charge:R:1
C -1.153 2.186 0.862 -0.4119
C 1.764 1.709 -0.223 -0.3736
C -1.757 2.068 -0.523 -0.0079
C 1.108 0.756 0.836 -0.0617
C 1.228 -0.679 0.196 -0.1081
C 0.064 -1.637 0.399 -0.2182
C 0.297 -0.925 -0.967 -0.1631
C -0.477 1.229 -0.794 -0.4984
C 0.273 -3.107 0.464 -0.0349
N -0.279 1.114 0.586 0.0734
O 0.784 1.961 -1.185 0.0915
O -1.339 2.818 1.849 0.1138
O 2.874 2.148 -0.381 0.1058
O -0.486 0.097 -1.550 0.0039
I -3.562 -0.795 -0.166 -0.2299
H -2.458 1.088 -0.659 -0.1128
H -1.860 2.932 -1.268 0.1444
H 1.609 0.961 1.738 0.1432
H 2.314 -0.928 0.305 0.1584
H -0.719 -1.343 0.944 0.0371
H 0.708 -1.422 -1.864 0.1675
H -0.115 -3.557 -0.355 0.0495
H -0.144 -3.452 1.339 0.0607
H 1.325 -3.220 0.416 0.0715
```


Formula: C35H33Cl5N9O3PV
Source: the Open Molecules 2025 dataset
Level of theory: ωB97M-V/def2-TZVPD

## Properties
- largest force on an atom (Eh/bohr) = 0.01070
- 2S+1 = 2
- E_LUMO (spin up / spin down) (eV) = -6.71 / -6.01
- net charge = +2
- Kohn-Sham gap (spin up / spin down) (Eh) = 0.2473 / 0.2735
- ⟨S²⟩ = 0.764

The geometry in XYZ format:
```
87
Properties=species:S:1:pos:R:3:mulliken_spin:R:1
V 0.462 0.162 0.200 1.0908
Cl 3.411 3.185 6.438 -0.0020
C 2.785 2.598 4.963 -0.0087
C 3.597 1.854 4.104 0.0042
Cl 5.216 1.513 4.532 0.0005
C 3.078 1.383 2.906 -0.0082
Cl 4.052 0.411 1.866 -0.0008
C 1.757 1.655 2.527 0.0008
O 1.336 1.183 1.342 -0.0401
C 0.945 2.366 3.409 -0.0081
Cl -0.711 2.671 3.035 -0.0017
C 1.456 2.840 4.617 0.0033
Cl 0.448 3.721 5.682 0.0005
N 0.867 1.373 -2.822 -0.0069
P 1.698 0.143 -2.025 0.0165
C 3.442 0.538 -2.217 -0.0088
C 3.912 1.648 -1.510 0.0009
C 5.218 2.073 -1.676 0.0009
C 6.063 1.389 -2.542 -0.0011
C 5.600 0.289 -3.251 0.0003
C 4.289 -0.137 -3.097 -0.0021
C 1.379 -1.371 -2.943 -0.0057
C 2.112 -2.522 -2.645 -0.0007
C 1.828 -3.716 -3.286 0.0010
C 0.809 -3.770 -4.230 -0.0015
C 0.082 -2.630 -4.534 0.0006
C 0.362 -1.433 -3.890 -0.0023
C -0.024 2.203 -2.169 0.0133
C -0.639 3.249 -2.860 -0.0005
C -1.517 4.067 -2.190 -0.0003
C -1.764 3.840 -0.837 0.0072
C -1.116 2.793 -0.233 0.0230
N -0.261 1.972 -0.872 0.0010
H 1.125 1.641 -3.762 0.0003
H 3.254 2.181 -0.834 0.0015
H 5.580 2.934 -1.130 0.0000
H 7.085 1.720 -2.670 -0.0001
H 6.257 -0.232 -3.934 -0.0001
H 3.928 -0.980 -3.672 -0.0002
H 2.935 -2.481 -1.939 0.0001
H 2.407 -4.602 -3.063 0.0000
H 0.592 -4.701 -4.736 -0.0001
H -0.701 -2.669 -5.279 0.0000
H -0.211 -0.546 -4.129 -0.0003
H -0.416 3.403 -3.908 -0.0001
H -2.005 4.882 -2.708 0.0000
H -2.442 4.467 -0.276 -0.0003
H -1.251 2.584 0.815 -0.0105
C -1.796 -3.460 3.650 -0.0001
N -1.606 -2.066 3.259 0.0009
C -2.368 -1.032 3.964 0.0010
C -0.702 -1.701 2.339 -0.0171
N -0.643 -0.522 1.799 -0.0186
N 0.244 -2.674 2.039 0.0027
C 1.357 -2.532 1.273 0.0052
N 2.216 -3.562 1.311 0.0001
N 1.581 -1.463 0.561 -0.0363
H -2.752 -3.545 4.157 -0.0001
H -1.023 -3.808 4.341 0.0000
H -1.847 -4.105 2.771 0.0001
H -2.775 -1.471 4.870 0.0000
H -3.181 -0.638 3.358 -0.0007
H -1.707 -0.213 4.248 -0.0004
H -1.471 0.032 2.013 0.0139
H 0.108 -3.572 2.470 0.0000
H 2.129 -4.308 1.979 -0.0004
H 3.042 -3.556 0.739 0.0002
H 2.527 -1.441 0.200 0.0083
N -5.570 4.388 -0.569 0.0000
C -5.470 3.304 -0.204 0.0001
C -5.248 1.947 0.211 -0.0004
C -6.094 0.902 -0.143 0.0000
C -5.746 -0.377 0.259 -0.0001
C -4.566 -0.561 0.963 0.0000
N -3.750 0.439 1.312 -0.0016
C -4.110 1.667 0.961 -0.0010
H -6.993 1.090 -0.714 0.0000
H -6.373 -1.224 0.019 0.0000
H -4.250 -1.558 1.250 0.0000
H -3.477 2.483 1.283 0.0020
C -2.732 -1.365 -1.986 -0.0013
C -1.742 -1.591 -0.883 -0.0002
O -1.797 -2.494 -0.086 0.0001
O -0.773 -0.663 -0.843 -0.0111
H -3.279 -2.283 -2.183 -0.0003
H -2.239 -1.009 -2.887 -0.0006
H -3.436 -0.594 -1.664 -0.0001
```


> Which value of largest force on an atom does entry 2 give?

0.05427 Eh/bohr